Record 1
Molecular formula: C9H13AlF3O8S
Method: DFT, the ωB97M-V functional and the def2-TZVPD basis

Element x y z (Å)
S: 21.0482 12.7093 -34.3636
Al: 20.4972 12.5465 -30.0952
F: 18.6712 12.9235 -35.7276
F: 19.7653 11.1373 -36.3422
F: 18.7793 11.2359 -34.4338
O: 19.5427 8.2211 -31.7365
O: 20.3272 10.1253 -28.4400
O: 20.7143 12.6894 -32.9425
O: 21.2367 14.0674 -34.8423
O: 22.2166 11.8708 -34.7132
O: 19.1554 10.4246 -31.6369
O: 24.5318 10.8903 -27.2615
O: 22.6893 12.0427 -28.3236
C: 23.6305 10.5301 -25.1792
C: 18.7667 9.2887 -31.8728
C: 17.2801 8.9244 -32.0439
C: 17.3506 7.4322 -31.7151
C: 24.6686 9.9929 -26.1322
C: 18.7917 7.0513 -32.1226
C: 19.4824 11.9592 -35.2763
C: 22.5130 11.2547 -25.9604
C: 23.1430 11.3487 -27.4084
H: 21.0641 9.4861 -28.3856
H: 24.1455 11.2509 -24.5442
H: 25.6796 10.0321 -25.7267
H: 23.3187 9.7161 -24.5248
H: 22.4254 12.2651 -25.5610
H: 24.4817 9.0162 -26.5785
H: 21.5116 10.8505 -25.8119
H: 16.6821 9.6237 -31.4596
H: 17.3292 7.5058 -30.6278
H: 17.0161 9.1982 -33.0654
H: 19.3876 6.2775 -31.6388
H: 18.8168 6.8376 -33.1912
H: 16.6010 6.8672 -32.2692

Output
HOMO level (alpha / beta)	-8.2 / -8.2	eV
spin multiplicity	2
<S²>	0.75
E	-51503.9511	eV
net charge	0

Record 2
Molecular formula: C22H32ClN2NiO7S3
Method: DFT, the ωB97M-V functional and the def2-TZVPD basis

Element x y z (Å)
Ni: 1.8278 -0.2719 1.3460
Cl: 4.1798 -2.9051 -0.7197
S: 4.1997 0.4845 2.2613
S: -2.7442 -0.2337 1.0688
S: 1.1201 2.3516 1.6688
O: 3.2119 -0.2445 3.0807
O: 0.2496 3.4853 1.4927
O: 0.4386 -1.2687 2.8221
O: 5.5695 0.2773 2.6288
O: 3.8505 0.2330 0.8532
O: 0.7935 1.4500 2.7689
O: 1.2748 1.5458 0.4384
N: -1.5399 1.4155 -0.5741
N: -1.8219 -0.6974 -1.4153
C: 0.5823 -3.7019 0.8475
C: 2.8077 -3.6967 0.0306
C: -2.0007 0.1633 -0.3899
C: 2.7453 3.0030 2.1236
C: -5.2716 -2.3671 -1.1190
C: -1.4459 2.1213 -2.9850
C: 2.9639 -5.0226 0.4010
C: -3.1348 -2.4722 -2.5042
C: 3.9031 5.0624 2.6773
C: 1.4493 -1.5647 -0.1197
C: 2.7761 4.3852 2.2290
C: -2.3765 3.3338 -2.9686
C: 1.6233 -2.9795 0.2320
C: 0.7170 -5.0235 1.2221
C: -4.5138 -1.8400 -2.3320
C: 3.8994 2.2674 2.4650
C: 5.0109 2.9595 2.9228
C: -0.6998 1.8560 -1.6750
C: -3.6072 3.1930 -2.0789
C: -2.1565 -2.1135 -1.3904
C: 5.0217 4.3440 3.0390
C: 1.9150 -5.6980 1.0011
H: 5.8907 2.3869 3.1764
H: -4.3174 3.9986 -2.2752
H: -0.2268 2.7787 -1.3384
H: -0.3437 -3.1760 1.0464
H: 5.9103 4.8451 3.4013
H: -5.2886 -3.4607 -1.1147
H: 3.8917 6.1426 2.7480
H: -2.7042 -2.1615 -3.4625
H: 2.0345 -6.7324 1.2967
H: -3.3582 3.2136 -1.0205
H: 2.0846 -1.2671 -0.9540
H: -1.2321 -2.6903 -1.4842
H: 1.1060 -1.2409 3.5231
H: -0.1156 -5.5295 1.6949
H: -1.4844 1.9468 0.2810
H: 1.8820 4.9325 1.9676
H: -1.8019 4.2179 -2.6739
H: -5.0993 -2.0160 -3.2396
H: -3.2277 -3.5618 -2.5501
H: 3.9118 -5.5094 0.2153
H: -4.3987 -0.7551 -2.2468
H: -4.8136 -2.0301 -0.1892
H: -4.1166 2.2444 -2.2654
H: 0.3953 -1.3671 -0.3306
H: -2.7059 3.5189 -3.9960
H: -2.5690 -2.3239 -0.4059
H: -6.3065 -2.0207 -1.1208
H: -0.6811 2.2748 -3.7527
H: -2.0174 1.2407 -3.2938
H: -1.1581 -0.4189 -2.1212
H: 0.1278 1.1520 -1.8233
H: -0.0861 -0.4629 2.9588

Output
HOMO level (alpha / beta)	-4.5 / -5.3	eV
spin multiplicity	3
<S²>	2.01
E	-126721.5970	eV
net charge	-1
relative energy (zero: lowest compared OMol25 entry of this formula, charge and spin)	0.0	kcal/mol

Record 3
Molecular formula: C27H42N2O6S4V
Method: DFT, the ωB97M-V functional and the def2-TZVPD basis

Element x y z (Å)
V: -0.1438 -0.4454 -0.3707
S: 1.2507 -0.3105 2.5728
S: -2.0158 0.1009 -1.5576
S: 0.2244 -2.5636 0.3409
S: 2.2784 1.1250 -1.4664
O: -1.0024 -0.8775 -2.1049
O: 0.5384 0.2370 1.3166
O: -1.4018 1.4054 -1.6077
O: -1.7699 -0.3224 -0.0259
O: 1.3260 -0.0655 -1.1169
O: -3.3413 -0.1618 -1.9492
N: -2.3456 -3.2736 0.6148
N: -1.3852 -3.8940 -1.3721
C: -0.4013 -6.7769 -0.7207
C: -1.3120 -3.2767 -0.2093
C: 0.2646 -6.5711 -2.0810
C: 1.5597 1.8081 -3.0181
C: 4.0614 -1.5509 -3.6784
C: 2.9330 0.3882 2.4355
C: -1.6657 -5.4853 2.8468
C: -3.2670 -3.4852 2.9041
C: -2.4588 -2.6278 1.9282
C: 3.8439 0.3125 -2.0320
C: 3.7862 -1.1468 -2.3766
C: 2.4346 -0.1360 -6.7171
C: 1.9874 1.7432 4.2139
C: 1.1703 -0.0263 -4.6749
C: 3.2446 0.9764 3.8019
C: -0.3774 -5.4935 -2.9615
C: 3.6793 -3.4549 -1.6966
C: 3.9769 -3.8509 -2.9940
C: 3.5839 -2.1073 -1.3883
C: 2.9464 1.5511 -5.0855
C: 4.1655 -2.8986 -3.9829
C: -0.3306 -4.0830 -2.3743
C: 0.7893 0.8410 3.9169
C: 3.2052 0.9418 -6.3035
C: 1.4276 -0.6262 -5.8967
C: 1.9109 1.0849 -4.2768
C: -2.4147 -4.4697 3.7072
H: 3.3992 -1.8070 -0.3629
H: 3.6287 -0.3860 2.1150
H: -2.2922 -4.2279 -1.6740
H: 3.5533 -4.1916 -0.9129
H: 0.5241 0.2174 4.7701
H: 3.4688 0.1828 4.5173
H: -2.9391 -1.6570 1.7873
H: 2.6136 -0.5864 -7.6842
H: 4.1115 1.6333 3.7478
H: 0.4891 1.8009 -2.8043
H: 3.9971 1.3198 -6.9358
H: 0.3759 -0.3948 -4.0380
H: 3.5281 2.4161 -4.7849
H: 0.2435 -7.5103 -2.6357
H: 0.0389 -7.6387 -0.2206
H: 4.0897 -4.9003 -3.2308
H: -0.0968 1.3756 3.5764
H: -1.4147 -5.7622 -3.1877
H: -4.0458 -4.0289 2.3600
H: 4.4192 -3.2033 -4.9893
H: -2.3605 -6.0450 2.2175
H: -1.1451 -6.2001 3.4825
H: 1.9146 2.6704 3.6446
H: 0.1523 -5.4625 -3.9153
H: 2.0077 2.0072 5.2695
H: 0.6333 -3.9044 -1.9074
H: -1.4706 -6.9675 -0.8330
H: -3.7788 -2.8178 3.5980
H: -1.4591 -2.4695 2.3233
H: 4.2364 -0.8117 -4.4506
H: -3.2076 -3.6910 0.2878
H: 0.8283 -1.4658 -6.2235
H: -0.4765 -3.3413 -3.1586
H: -1.7002 -3.9101 4.3173
H: -0.9210 -5.0025 2.2093
H: 1.3134 -6.3114 -1.9239
H: -3.0741 -5.0020 4.3941
H: 2.8489 1.1652 1.6731
H: 1.9168 2.8398 -3.0264
H: 4.5283 0.4731 -1.1986
H: -0.2594 -5.9135 -0.0692
H: 4.1748 0.9039 -2.8851

Output
HOMO level (alpha / beta)	-14.2 / -14.2	eV
spin multiplicity	2
<S²>	0.76
E	-112961.2941	eV
net charge	+2
relative energy (zero: lowest compared OMol25 entry of this formula, charge and spin)	27.8	kcal/mol

Record 4
Molecular formula: C5H10O2
Method: DFT, the ωB97M-V functional and the def2-TZVPD basis

Element x y z (Å)
O: -0.3053 -0.8281 -0.7291
O: 1.1867 0.9678 1.2645
C: -1.0288 -2.0305 -0.6000
C: 0.9867 1.6252 -1.1036
C: 0.4288 -0.2155 1.5452
C: 0.2866 1.3548 0.2073
C: -0.5045 0.0415 0.3501
H: -0.3033 2.2291 0.5188
H: 0.2609 1.9421 -1.8604
H: 1.4945 0.7261 -1.4586
H: -2.0678 -1.9068 -0.9372
H: 1.7221 2.4250 -0.9687
H: -1.0416 -2.3934 0.4374
H: -0.0315 -0.1824 2.5410
H: -0.5373 -2.7808 -1.2236
H: 1.0288 -1.1272 1.4401
H: -1.5750 0.1532 0.5768

Output
HOMO level	-9.7	eV
spin multiplicity	1
E	-9440.5284	eV
net charge	0
relative energy (zero: lowest compared OMol25 entry of this formula, charge and spin)	58.0	kcal/mol

Record 5
Molecular formula: C23H25Cs2F7O23
Method: DFT, the ωB97M-V functional and the def2-TZVPD basis

Element x y z (Å)
Cs: -15.6838 5.9162 11.7110
Cs: -12.8141 7.7916 14.1919
F: -7.6388 8.1791 12.0845
F: -12.0598 11.8289 18.8655
F: -6.5593 4.3907 16.3868
F: -10.1931 4.2087 9.5531
F: -11.5519 3.7738 17.3261
F: -13.9316 5.3836 18.5970
F: -11.9294 9.8778 12.3693
O: -7.1923 6.5398 16.2605
O: -14.6097 7.7949 21.7498
O: -12.0894 11.3366 10.6314
O: -13.3218 10.5474 17.6265
O: -13.8660 8.2041 19.6641
O: -9.0419 7.9137 16.2093
O: -14.3747 6.6993 15.7725
O: -11.3049 6.1366 9.5904
O: -6.4539 7.4589 13.7713
O: -11.0473 3.6693 14.1641
O: -13.0037 6.8109 10.9557
O: -13.9691 11.9066 9.4792
O: -11.5078 9.8565 16.6223
O: -9.5143 5.3309 14.1121
O: -13.8815 12.0953 11.6540
O: -14.2882 4.5872 13.4995
O: -13.1773 10.7509 15.3686
O: -11.1284 5.2868 15.6331
O: -15.3314 6.5211 19.9664
O: -10.9883 6.1311 11.8040
O: -4.3505 8.1397 14.3074
O: -6.1316 9.5107 14.6346
O: -8.7730 6.3115 17.7956
C: -11.1969 9.7905 18.0683
C: -8.3891 6.9729 16.6990
C: -15.2803 4.6518 14.5037
C: -13.4164 11.7938 10.4748
C: -7.7349 5.4850 18.2174
C: -12.0892 3.2735 15.0059
C: -10.4944 4.7359 14.5833
C: -12.8276 12.0670 12.6522
C: -12.3830 10.5477 18.6775
C: -5.5096 8.3875 14.1931
C: -11.8643 6.3727 10.7969
C: -9.7274 5.8544 11.2099
C: -12.0549 4.3136 16.1190
C: -12.7052 10.4179 16.4326
C: -14.8031 6.3841 18.6190
C: -14.5803 7.4521 20.6245
C: -6.7181 5.5339 17.0908
C: -7.4491 9.4943 14.0858
C: -7.6056 8.1059 13.4790
C: -10.0695 5.5570 9.7930
C: -15.5239 5.9969 15.3561
C: -11.7737 11.2302 11.9687
C: -14.1600 7.7130 18.3486
H: -5.7269 5.8794 17.4141
H: -7.5898 10.3124 13.4125
H: -11.1518 8.7408 18.3310
H: -10.7314 11.4625 12.1361
H: -13.2854 11.6022 13.5081
H: -12.9691 4.8329 16.3617
H: -9.2168 5.0299 11.6898
H: -15.1692 3.8344 15.1853
H: -12.4046 13.0283 12.8014
H: -13.2471 7.5600 17.7611
H: -8.1242 4.5004 18.4562
H: -14.8119 8.3931 17.8326
H: -15.6961 6.1019 18.0981
H: -9.3905 5.9545 9.0432
H: -12.8872 10.1865 19.5843
H: -7.3628 5.8280 19.1783
H: -13.0292 3.3148 14.4492
H: -9.0355 6.6692 11.2119
H: -8.1453 9.6572 14.9222
H: -10.1943 10.2533 18.1947
H: -8.4897 7.5309 13.7506
H: -16.2471 4.2958 14.0738
H: -16.1783 5.6417 16.2084
H: -11.8037 2.3008 15.4474
H: -16.2767 6.6920 14.8665

Output
HOMO level	-7.2	eV
spin multiplicity	1
E	-91467.5904	eV
net charge	0

Record 6
Molecular formula: C5H7NO
Method: DFT, the ωB97M-V functional and the def2-TZVPD basis

Element x y z (Å)
O: 0.7254 1.3967 2.0905
N: -0.1670 1.8713 1.4109
C: -0.8504 0.1173 -0.6477
C: -1.7867 -0.9088 -0.0298
C: 1.9384 -0.3143 -0.5401
C: 0.6022 0.2250 -0.2760
C: -0.1792 1.1480 0.1963
H: 2.6328 -0.2239 0.2998
H: 2.3312 0.2857 -1.3699
H: 1.8661 -1.3509 -0.8697
H: -1.5073 -1.1785 0.9964
H: -1.8022 -1.8176 -0.6378
H: -2.8084 -0.5108 0.0019
H: -1.0542 0.3144 -1.6984

Output
HOMO level (alpha / beta)	-9.2 / -9.2	eV
spin multiplicity	1
E	-8830.6721	eV
net charge	0
relative energy (zero: lowest compared OMol25 entry of this formula, charge and spin)	127.5	kcal/mol

- The highest net charge belongs to which entry?
  C27H42N2O6S4V

What did the second record say?
Molecular formula: C22H32ClN2NiO7S3
Method: DFT, the ωB97M-V functional and the def2-TZVPD basis

Element x y z (Å)
Ni: 1.8278 -0.2719 1.3460
Cl: 4.1798 -2.9051 -0.7197
S: 4.1997 0.4845 2.2613
S: -2.7442 -0.2337 1.0688
S: 1.1201 2.3516 1.6688
O: 3.2119 -0.2445 3.0807
O: 0.2496 3.4853 1.4927
O: 0.4386 -1.2687 2.8221
O: 5.5695 0.2773 2.6288
O: 3.8505 0.2330 0.8532
O: 0.7935 1.4500 2.7689
O: 1.2748 1.5458 0.4384
N: -1.5399 1.4155 -0.5741
N: -1.8219 -0.6974 -1.4153
C: 0.5823 -3.7019 0.8475
C: 2.8077 -3.6967 0.0306
C: -2.0007 0.1633 -0.3899
C: 2.7453 3.0030 2.1236
C: -5.2716 -2.3671 -1.1190
C: -1.4459 2.1213 -2.9850
C: 2.9639 -5.0226 0.4010
C: -3.1348 -2.4722 -2.5042
C: 3.9031 5.0624 2.6773
C: 1.4493 -1.5647 -0.1197
C: 2.7761 4.3852 2.2290
C: -2.3765 3.3338 -2.9686
C: 1.6233 -2.9795 0.2320
C: 0.7170 -5.0235 1.2221
C: -4.5138 -1.8400 -2.3320
C: 3.8994 2.2674 2.4650
C: 5.0109 2.9595 2.9228
C: -0.6998 1.8560 -1.6750
C: -3.6072 3.1930 -2.0789
C: -2.1565 -2.1135 -1.3904
C: 5.0217 4.3440 3.0390
C: 1.9150 -5.6980 1.0011
H: 5.8907 2.3869 3.1764
H: -4.3174 3.9986 -2.2752
H: -0.2268 2.7787 -1.3384
H: -0.3437 -3.1760 1.0464
H: 5.9103 4.8451 3.4013
H: -5.2886 -3.4607 -1.1147
H: 3.8917 6.1426 2.7480
H: -2.7042 -2.1615 -3.4625
H: 2.0345 -6.7324 1.2967
H: -3.3582 3.2136 -1.0205
H: 2.0846 -1.2671 -0.9540
H: -1.2321 -2.6903 -1.4842
H: 1.1060 -1.2409 3.5231
H: -0.1156 -5.5295 1.6949
H: -1.4844 1.9468 0.2810
H: 1.8820 4.9325 1.9676
H: -1.8019 4.2179 -2.6739
H: -5.0993 -2.0160 -3.2396
H: -3.2277 -3.5618 -2.5501
H: 3.9118 -5.5094 0.2153
H: -4.3987 -0.7551 -2.2468
H: -4.8136 -2.0301 -0.1892
H: -4.1166 2.2444 -2.2654
H: 0.3953 -1.3671 -0.3306
H: -2.7059 3.5189 -3.9960
H: -2.5690 -2.3239 -0.4059
H: -6.3065 -2.0207 -1.1208
H: -0.6811 2.2748 -3.7527
H: -2.0174 1.2407 -3.2938
H: -1.1581 -0.4189 -2.1212
H: 0.1278 1.1520 -1.8233
H: -0.0861 -0.4629 2.9588

Output
HOMO level (alpha / beta)	-4.5 / -5.3	eV
spin multiplicity	3
<S²>	2.01
E	-126721.5970	eV
net charge	-1
relative energy (zero: lowest compared OMol25 entry of this formula, charge and spin)	0.0	kcal/mol

- What is the net charge in the third record?
  +2